Record 1
Computed, not measured: a 2-piece molecular cluster, C16H10N3O3 overall at a distorted geometry, with ωB97M-V/def2-TZVPD.

XYZ file:
```
32
Properties=species:S:1:pos:R:3
H -3.807 1.674 2.521
C 3.709 0.649 2.185
C -0.989 -0.236 2.775
H 1.545 -0.869 1.755
C -0.371 -1.843 -3.527
N 4.834 0.328 2.173
O 1.350 0.606 -0.706
C -0.484 -2.163 -2.155
H -2.981 -0.438 3.578
C -2.769 1.364 2.398
H 1.637 0.897 -3.331
C -2.307 0.170 2.972
H -2.228 3.097 1.204
H -0.622 -1.172 3.203
C 0.889 -0.178 -1.568
H 0.135 2.390 0.917
C 0.138 -1.388 -1.215
O -1.728 -3.622 -4.069
O -0.959 -2.360 -5.694
C -1.888 2.164 1.657
C 2.102 2.383 2.656
H 0.059 -1.629 -0.158
C 2.337 1.044 2.216
C 0.403 -0.734 -3.946
C -0.077 0.584 2.070
C -0.557 1.786 1.508
C 1.320 0.186 1.931
N 1.923 3.479 3.035
N -1.053 -2.649 -4.480
H 0.474 -0.533 -5.013
H -1.071 -3.033 -1.872
C 1.034 0.048 -3.018
```

Max |F|   3.0 eV/Å
Total charge   -1


Record 2
Computed, not measured: the molecule C10H13BN2 at a distorted geometry, with ωB97M-V/def2-TZVPD.

XYZ file:
```
26
Properties=species:S:1:pos:R:3
C -1.866 -1.382 0.677
H 2.268 -2.041 -0.667
C -3.581 0.185 0.737
C 0.464 -0.833 -1.534
C -2.415 0.769 0.298
C 0.324 1.892 1.294
B 0.128 0.108 -0.402
H -2.323 1.804 0.119
H 3.000 3.610 0.393
H -1.210 -2.221 0.602
H -3.823 -2.040 1.181
N 0.790 1.197 0.179
H 2.460 1.371 -1.180
C -3.235 -1.252 0.967
C 2.260 2.783 0.516
C 1.962 1.774 -0.323
H -0.587 1.788 1.856
C 1.242 2.857 1.507
N -1.392 -0.178 0.376
H 1.148 3.522 2.320
H -0.424 -1.201 -2.074
H 1.504 -2.617 -2.135
C 1.282 -2.168 -1.117
H 1.162 -0.359 -2.197
H -4.521 0.654 0.820
H 0.760 -3.098 -0.641
```

Max |F|   5.7 eV/Å


Record 3
Computed, not measured: a 10-piece molecular cluster, H20O10 overall at a distorted geometry, with ωB97M-V/def2-TZVPD.

XYZ file:
```
30
Properties=species:S:1:pos:R:3
O 20.719 -9.511 -12.386
H 20.903 -9.422 -16.950
H 24.787 -8.356 -12.827
O 22.596 -10.134 -14.254
H 25.134 -12.071 -10.274
H 19.742 -9.602 -15.130
H 22.732 -12.565 -12.202
H 21.963 -10.406 -17.544
O 21.832 -12.078 -16.327
H 22.936 -9.422 -14.776
H 19.886 -9.868 -12.720
H 20.263 -8.257 -14.790
O 20.102 -8.812 -15.552
O 23.332 -7.876 -15.853
H 21.392 -9.776 -13.000
H 22.295 -12.901 -16.047
H 22.121 -11.424 -15.710
H 21.976 -6.032 -14.045
H 23.252 -10.794 -14.035
H 23.011 -7.336 -15.139
H 23.546 -13.312 -13.169
O 23.436 -12.459 -12.802
H 24.454 -11.420 -11.564
H 23.366 -7.240 -16.625
H 20.967 -6.979 -13.359
O 24.184 -8.975 -12.387
H 23.560 -9.219 -13.119
O 24.752 -11.272 -10.687
O 21.805 -6.925 -13.804
O 21.324 -9.744 -17.811
```

Max |F|   2.6 eV/Å


Record 4
Computed, not measured: C3H6O3 as an isolated structure, with ωB97M-V/def2-TZVPD.

XYZ file:
```
12
Properties=species:S:1:pos:R:3
H 1.265 0.275 -1.438
C -0.969 -0.822 0.423
O -1.634 0.564 -0.477
H -1.162 -0.460 1.447
H 1.036 0.621 1.854
H -0.975 0.528 -1.214
O 0.628 -0.453 -1.323
H -2.244 -0.163 -0.690
H 1.002 -1.511 0.453
C 0.489 -0.609 0.081
C 1.081 0.609 0.749
O 1.526 1.541 0.117
```

Max |F|   0.5 eV/Å


Per-record E_tot, eV: -27365.118, -14236.907, -20799.388, -9346.564
Per-record HOMO, eV: -4.356, -7.948, -9.924, -8.328
Per-record Kohn-Sham gap, eV: 6.24, 8.46, 9.83, 8.93